Formula: C4H8O
Source: the OMol25 dataset
Level of theory: ωB97M-V with the def2-TZVPD basis set

```
! RIJCOSX wB97M-V def2-TZVPD def2/J DEFGRID3
* xyz 0 1
C -0.753 0.829 1.223
C -0.631 0.253 -0.174
C 0.807 0.207 -0.715
C 0.620 -1.318 -0.676
O -0.723 -1.187 -0.187
H -1.695 0.527 1.687
H 0.068 0.479 1.861
H -0.710 1.925 1.198
H -1.385 0.691 -0.844
H 1.010 0.644 -1.696
H 1.511 0.605 0.017
H 1.263 -1.857 0.031
H 0.658 -1.836 -1.644
*
```

Computed properties:
SMILES   C[C@H]1CCO1
Kohn-Sham gap   10.750 eV
HOMO   -9.57 eV
ΔE to the lowest compared entry with this formula, charge and spin   24.8 kcal/mol